Entry 1:
The following is a DFT calculation (the ωB97M-V functional and the def2-TZVPD basis) of a structure of composition C27H51N2OP3SeTl at a distorted geometry.

E_HOMO (alpha / beta) = -15.225 / -15.225 eV
gap between HOMO and LUMO (alpha / beta) = 4.028 / 5.390 eV
E_tot = -131732.0612 eV

Geometry as ORCA input:
```
! RIJCOSX wB97M-V def2-TZVPD def2/J DEFGRID3
* xyz 3 1
Tl -2.577 1.392 -4.135
P -1.585 -2.294 0.754
P 1.582 -0.410 1.605
P 1.407 -1.262 -1.638
H -3.361 4.394 -6.689
C -3.327 3.352 -7.076
C -3.946 2.315 -6.469
H -4.575 2.473 -5.583
C -2.963 -1.681 1.767
C -0.883 -3.591 1.868
C -2.403 -3.370 -0.468
C 2.805 0.965 1.405
C 1.058 -0.049 3.347
C 2.731 -1.839 1.891
C 0.768 -1.159 -3.371
C 1.756 -3.073 -1.486
C 3.136 -0.641 -1.898
H -2.844 3.279 -8.070
H -4.074 1.369 -7.000
H -3.495 -0.972 1.128
H -2.656 -1.188 2.695
H -3.621 -2.526 2.027
H -0.621 -3.189 2.859
H -0.004 -4.070 1.420
H -1.646 -4.382 2.046
H -3.139 -2.749 -0.997
H -2.904 -4.180 0.081
H -1.669 -3.796 -1.172
H 3.566 0.947 2.201
H 2.239 1.906 1.445
H 3.282 0.901 0.418
H 1.843 -0.286 4.082
H 0.154 -0.631 3.580
H 0.789 1.017 3.411
H 3.351 -1.640 2.780
H 3.372 -2.000 1.011
H 2.126 -2.744 2.053
H 1.432 -1.643 -4.099
H 0.633 -0.099 -3.634
H -0.218 -1.644 -3.408
H 2.354 -3.422 -2.341
H 0.805 -3.619 -1.453
H 2.298 -3.280 -0.554
H 3.629 -1.201 -2.704
H 3.730 -0.734 -0.978
H 3.075 0.423 -2.164
C 0.321 3.101 -3.142
C -0.876 3.694 -3.642
C -1.063 3.755 -5.009
C 0.045 3.655 -5.863
C 1.331 3.609 -5.287
C 1.469 3.285 -3.936
Se 0.271 1.920 -1.727
H -1.077 -1.191 -0.068
H -1.719 3.917 -2.971
H -2.092 3.842 -5.384
H -0.128 3.713 -6.944
H 2.211 3.862 -5.887
H 2.433 3.110 -3.477
C -3.879 0.575 7.087
C -2.482 1.150 7.096
N -2.198 2.000 5.918
C -1.167 3.041 6.221
C 0.253 2.518 6.441
C -2.209 1.354 4.694
O -2.345 0.127 4.602
C -2.048 2.211 3.466
C -2.412 3.566 3.407
C -2.281 4.249 2.205
C -1.817 3.524 1.070
N -1.496 2.226 1.125
C -1.653 1.571 2.270
H -4.638 1.344 6.938
H -4.067 0.108 8.056
H -3.985 -0.185 6.315
H -2.331 1.779 7.984
H -1.760 0.311 7.124
H -1.154 3.791 5.417
H -1.518 3.538 7.140
H 0.595 1.895 5.599
H 0.930 3.378 6.518
H 0.308 1.953 7.382
H -2.776 4.068 4.308
H -2.492 5.312 2.092
H -1.724 4.001 0.097
H -1.442 0.501 2.261
*
```


Entry 2:
The following is a DFT calculation (the ωB97M-V functional and the def2-TZVPD basis) of a cluster of 2 separate species, C2H3N4O3P in total at a distorted geometry.

E_HOMO (alpha / beta) = -0.714 / -0.344 eV
gap between HOMO and LUMO (alpha / beta) = 7.156 / 6.256 eV
E_tot = -23512.7090 eV

Geometry as ORCA input:
```
! RIJCOSX wB97M-V def2-TZVPD def2/J DEFGRID3
* xyz -2 1
C 1.971 0.702 0.090
C -1.405 -1.443 -0.444
N 2.560 -0.392 0.513
N 2.930 1.671 -0.317
N 3.901 -0.109 0.444
N 4.117 1.068 -0.120
O -3.776 -0.261 1.274
O -4.039 1.543 -0.476
O -2.043 -0.468 -0.875
P -3.137 0.670 0.292
H -0.255 -1.260 -0.407
H -1.737 -2.471 -0.103
H 0.913 0.750 0.129
*
```


Entry 3:
The following is a DFT calculation (the ωB97M-V functional and the def2-TZVPD basis) of a cluster of 3 separate species, C2H11N2O2 in total at a distorted geometry.

E_HOMO (alpha / beta) = -17.021 / -17.009 eV
gap between HOMO and LUMO (alpha / beta) = 6.384 / 2.458 eV
E_tot = -9305.0100 eV

Geometry as ORCA input:
```
! RIJCOSX wB97M-V def2-TZVPD def2/J DEFGRID3
* xyz 2 2
C 0.138 -0.724 -0.770
C 0.005 -0.354 0.546
N -0.175 1.061 0.768
N 0.497 0.248 -1.724
H 0.074 -1.817 -0.950
H 0.215 -1.007 1.478
H 0.389 1.515 1.473
H 0.027 1.266 -0.256
H -1.103 1.318 1.172
H 1.502 0.242 -1.790
H 0.037 0.011 -2.549
H -1.849 4.070 0.585
H -1.409 5.523 0.371
O -1.100 4.607 0.228
H 1.065 -5.456 -0.268
H 0.647 -5.545 1.178
O 1.040 -4.958 0.507
*
```


Entry 4:
The following is a DFT calculation (the ωB97M-V functional and the def2-TZVPD basis) of a structure of composition C24H29BrN5O3PdSSi.

E_HOMO (alpha / beta) = -11.384 / -11.382 eV
gap between HOMO and LUMO (alpha / beta) = 9.370 / 4.767 eV
E_tot = -131180.3685 eV

Geometry as ORCA input:
```
! RIJCOSX wB97M-V def2-TZVPD def2/J DEFGRID3
* xyz 1 5
Pd 0.190 0.242 0.100
N -1.033 1.134 1.808
C -1.233 0.299 3.009
C -2.051 -0.946 2.711
N -1.395 -1.758 1.697
H -0.403 1.896 2.036
H -1.911 1.539 1.503
H -1.725 0.873 3.797
H -0.244 0.021 3.380
H -3.033 -0.650 2.329
H -2.225 -1.469 3.657
H -1.980 -2.530 1.404
H -0.527 -2.154 2.043
C -1.677 3.888 0.203
Si -0.486 3.357 -1.139
C -0.708 4.501 -2.598
C 1.295 3.486 -0.628
N -0.798 1.594 -1.421
C -1.336 0.994 -2.478
C -1.813 1.681 -3.643
C -2.248 1.015 -4.753
C -2.245 -0.385 -4.781
C -1.849 -1.112 -3.668
C -1.442 -0.448 -2.529
O -1.100 -1.091 -1.380
C -1.222 -2.491 -1.296
C -0.070 -3.234 -1.154
C -0.189 -4.610 -0.995
C -1.439 -5.208 -0.980
C -2.585 -4.433 -1.117
C -2.483 -3.058 -1.271
H -1.910 4.946 0.065
H -1.265 3.788 1.208
H -2.625 3.348 0.155
H -0.300 5.462 -2.269
H -1.747 4.684 -2.874
H -0.147 4.204 -3.485
H 1.503 4.536 -0.401
H 1.960 3.209 -1.451
H 1.572 2.897 0.245
H -1.808 2.756 -3.639
H -2.586 1.570 -5.617
H -2.563 -0.911 -5.670
H -1.869 -2.192 -3.686
H 0.898 -2.751 -1.134
H 0.703 -5.211 -0.877
H -1.525 -6.279 -0.855
H -3.561 -4.898 -1.098
H -3.362 -2.434 -1.369
Br 5.275 -3.378 4.621
C 4.657 -1.693 4.052
C 5.248 -0.536 4.547
N 4.864 0.684 4.189
C 3.869 0.788 3.315
C 3.219 -0.313 2.771
C 3.622 -1.589 3.146
C 2.125 -0.137 1.792
O 1.556 -1.134 1.269
O 1.742 1.035 1.470
H 6.063 -0.606 5.259
H 3.572 1.788 3.024
H 3.140 -2.463 2.730
S 1.909 0.071 -1.785
C 3.354 -0.049 -1.020
N 4.381 -0.134 -0.477
*
```


Entry 5:
The following is a DFT calculation (the ωB97M-V functional and the def2-TZVPD basis) of a cluster of 2 separate species, C2H6Cl in total at a distorted geometry.

E_HOMO = -3.422 eV
gap between HOMO and LUMO = 8.062 eV
E_tot = -14695.3366 eV

Geometry as ORCA input:
```
! RIJCOSX wB97M-V def2-TZVPD def2/J DEFGRID3
* xyz -1 1
C 0.540 0.292 0.556
C -0.092 -0.714 -0.410
H 1.038 -0.236 1.386
H -0.232 0.959 0.975
H 1.290 0.908 0.031
H 0.680 -1.380 -0.829
H -0.842 -1.330 0.115
H -0.590 -0.186 -1.241
Cl -1.793 1.686 -0.581
*
```


Entry 6:
The following is a DFT calculation (the ωB97M-V functional and the def2-TZVPD basis) of an isolated molecule of C5H8O2S at a distorted geometry.

E_HOMO (alpha / beta) = -8.444 / -8.446 eV
gap between HOMO and LUMO (alpha / beta) = 7.696 / 7.703 eV
SMILES = CC(C)=CC=S(=O)=O
E_tot = -20240.6183 eV

Geometry as ORCA input:
```
! RIJCOSX wB97M-V def2-TZVPD def2/J DEFGRID3
* xyz 0 1
C -0.645 -0.244 -1.327
C -1.974 -0.249 -1.603
C -0.105 0.071 0.059
C 0.692 1.266 0.381
C 0.053 -1.132 0.943
O -3.668 1.043 0.159
O -2.999 -1.140 0.825
S -2.672 0.037 0.163
H 0.085 -0.498 -2.129
H -2.347 -0.541 -2.685
H 1.757 1.027 0.707
H 0.329 1.852 1.281
H 0.711 2.112 -0.390
H -0.554 -1.973 0.504
H -0.124 -0.984 1.994
H 1.067 -1.352 0.783
*
```


Entry 7:
The following is a DFT calculation (the ωB97M-V functional and the def2-TZVPD basis) of a cluster of 13 separate species, C31H63F5O23 in total at a distorted geometry.

E_HOMO = -10.243 eV
gap between HOMO and LUMO = 10.252 eV
E_tot = -93846.8193 eV

Geometry as ORCA input:
```
! RIJCOSX wB97M-V def2-TZVPD def2/J DEFGRID3
* xyz 0 1
C 10.077 8.276 9.806
C 9.084 8.252 8.637
O 9.763 8.705 7.458
H 10.535 9.266 9.869
H 10.979 7.647 9.616
H 9.516 7.999 10.706
H 8.240 8.919 8.852
H 8.579 7.304 8.490
H 9.125 8.559 6.717
C 7.361 10.850 11.144
C 7.634 12.077 10.274
O 7.140 13.182 11.012
H 7.666 11.117 12.141
H 8.072 10.096 10.717
H 6.303 10.651 11.141
H 7.138 12.139 9.292
H 8.730 12.088 10.086
H 7.030 14.004 10.496
C 12.606 17.789 8.273
C 14.003 17.294 8.608
O 14.003 15.954 9.041
H 11.891 17.659 9.084
H 12.176 17.150 7.523
H 12.670 18.857 8.037
H 14.527 17.973 9.324
H 14.638 17.372 7.721
H 14.378 15.828 9.901
C 12.699 19.904 13.817
C 12.132 18.665 14.481
O 10.771 18.870 14.908
H 13.549 20.442 14.294
H 11.862 20.590 13.855
H 12.936 19.643 12.805
H 12.653 18.390 15.380
H 12.158 17.754 13.822
H 10.599 18.616 15.826
C 13.154 15.216 15.778
C 14.396 14.360 15.552
O 14.062 13.109 16.147
H 12.428 14.903 15.047
H 13.341 16.242 15.559
H 12.772 15.032 16.807
H 15.266 14.728 16.061
H 14.663 14.182 14.532
H 14.560 12.541 15.561
C 9.228 19.207 11.145
C 8.286 18.294 11.938
O 9.058 17.358 12.600
H 9.876 18.500 10.616
H 9.767 19.920 11.770
H 8.614 19.885 10.483
H 7.654 17.737 11.281
H 7.685 18.797 12.686
H 9.544 17.750 13.357
C 8.758 16.253 8.538
C 7.533 16.052 7.615
O 6.776 17.270 7.482
H 9.334 15.339 8.666
H 8.387 16.646 9.456
H 9.414 16.971 7.984
H 6.760 15.387 7.961
H 7.879 15.717 6.634
H 7.228 17.938 6.991
C 6.309 15.497 14.445
C 5.579 14.154 14.410
O 6.389 13.148 13.778
H 7.277 15.350 14.951
H 5.668 16.246 14.869
H 6.574 15.818 13.432
H 4.635 14.214 13.806
H 5.326 13.873 15.412
H 6.364 13.280 12.785
C 13.778 9.747 13.427
C 15.120 10.317 13.225
O 16.001 9.457 13.896
C 15.242 8.731 14.811
O 15.735 8.046 15.674
O 13.966 8.931 14.616
F 15.278 11.585 13.777
H 13.615 9.051 12.563
H 12.970 10.434 13.605
H 15.402 10.353 12.176
C 12.623 10.790 17.239
C 12.811 9.865 18.405
O 12.289 8.632 17.941
C 11.432 8.877 16.865
O 10.715 7.985 16.360
O 11.556 10.164 16.472
F 12.080 10.296 19.428
H 13.611 10.776 16.713
H 12.356 11.832 17.418
H 13.871 9.745 18.705
C 9.007 11.463 15.826
C 7.724 12.119 16.316
O 8.041 13.467 16.464
C 9.416 13.593 16.419
O 9.978 14.642 16.649
O 9.992 12.454 16.118
F 7.478 11.618 17.622
H 8.855 11.273 14.782
H 9.166 10.567 16.367
H 6.900 11.952 15.663
C 9.915 14.410 13.323
C 10.826 14.709 12.165
O 10.862 13.495 11.469
C 10.448 12.463 12.240
O 10.443 11.295 11.968
O 9.910 12.983 13.414
F 12.124 15.050 12.519
H 8.881 14.665 13.051
H 10.273 14.778 14.291
H 10.454 15.491 11.550
C 13.480 12.876 7.797
C 12.466 11.803 7.617
O 12.263 11.333 8.938
C 13.363 11.549 9.700
O 13.627 10.985 10.742
O 14.137 12.431 9.066
F 13.002 10.797 6.907
H 13.111 13.874 7.955
H 14.272 12.885 7.050
H 11.500 12.049 7.210
*
```


Entry 8:
The following is a DFT calculation (the ωB97M-V functional and the def2-TZVPD basis) of an isolated molecule of C3H5NO3 at a distorted geometry.

E_HOMO = -10.126 eV
gap between HOMO and LUMO = 10.932 eV
SMILES = COC(=O)/C=N/O
E_tot = -10821.2846 eV

Geometry as ORCA input:
```
! RIJCOSX wB97M-V def2-TZVPD def2/J DEFGRID3
* xyz 0 1
C -2.090 0.030 0.131
C 0.022 -0.621 -0.973
C 1.207 0.136 -0.494
O -0.837 0.452 -0.399
O 2.820 0.701 0.935
N 1.546 0.154 0.738
O -0.281 -1.708 -1.324
H 2.948 0.685 1.896
H 1.903 0.382 -1.300
H -2.310 -1.008 -0.124
H -2.873 0.665 -0.301
H -2.054 0.132 1.214
*
```